Entry 1:
Entry from the OMol25 dataset: the molecule C15H22N2O3 (wB97M-V/def2-TZVPD).

Atoms and positions in Å:
C -1.56794 -1.09438 -5.17593
C -1.93337 -0.09632 -4.02820
C -3.13498 -0.71855 -3.12292
C -0.77581 0.47066 -3.18595
C -0.49545 -0.24642 -1.83450
N 0.38253 0.55459 -0.99476
C 0.27594 1.19711 0.13228
O 1.05295 2.12164 0.30568
C -0.39756 0.55309 1.28450
N 0.05451 -0.96378 1.40204
C -0.18246 1.32516 2.60690
C 1.00296 0.91137 3.44493
C 2.27652 1.19307 2.96283
C 3.38016 0.70507 3.67431
C 3.20598 0.27263 4.96599
C 1.89332 0.19250 5.44614
C 0.73890 0.31427 4.70887
C 0.19348 -1.66292 -1.99783
O 0.23779 -2.37188 -2.97982
O 0.74233 -2.01708 -0.89213
H -1.26532 -0.43842 -5.97009
H -2.29986 -1.68653 -5.69858
H -0.68165 -1.72930 -5.13853
H -2.34211 0.86914 -4.49982
H -2.76336 -1.57179 -2.48171
H -3.58320 0.02076 -2.52657
H -3.80623 -1.13995 -3.93829
H -0.95373 1.59260 -2.96083
H 0.09870 0.48610 -3.83858
H -1.43171 -0.37564 -1.34253
H 1.37757 0.78745 -1.34804
H -1.52065 0.51616 1.22899
H -0.53900 -1.41348 2.11964
H 0.89612 -1.00349 1.96320
H -0.99035 1.41415 3.33870
H 0.11494 2.32559 2.32868
H 2.22414 1.77121 1.96327
H 4.42206 0.68458 3.27330
H 4.06138 -0.01135 5.57816
H 1.81925 -0.28005 6.37053
H -0.17746 -0.07447 5.05833
H 0.39065 -1.38311 -0.20165

Values from the calculation:
- E_LUMO (Eh) = 0.0156
- highest occupied orbital energy (eV) = -9.2525
- net charge = 0
- energy relative to the best compared isomer or geometry (same formula, charge and spin) (kcal per mole) = 88.4
- SMILES string = CC(C)C[C@H](NC(=O)[C@@H](N)Cc1ccccc1)C(=O)O
- calculated total energy (eV) = -25032.7828
- spin multiplicity = 1



Entry 2:
Entry from the OMol25 dataset: a cluster of 2 separate species, C5H10OS3 in total (wB97M-V/def2-TZVPD).

Atoms and positions in Å:
C -0.45233 -0.33697 1.61663
C 1.95515 -1.95144 0.02282
C -2.73820 -0.53428 -0.57495
C 1.01817 2.73075 -0.76570
C 0.39871 0.33502 0.59050
O -1.35705 0.22955 2.20752
S 2.02929 -0.17773 0.12641
S -1.09071 -1.33418 -0.74836
S 0.03849 1.97963 0.55668
H -0.11353 -1.33809 2.05982
H 1.16794 -2.28974 -0.65528
H 1.79191 -2.72611 0.86748
H 2.94427 -2.36370 -0.34615
H -3.44544 -0.75884 0.16712
H -3.13341 -0.80891 -1.54071
H -2.59221 0.51651 -0.46493
H 1.30506 1.98157 -1.54511
H 1.87347 3.22962 -0.35734
H 0.40042 3.61733 -1.21645

Values from the calculation:
- E_LUMO (alpha / beta) (Eh) = -0.0358 / -0.0358
- highest occupied orbital energy (alpha / beta) (eV) = -8.1748 / -8.1831
- net charge = 0
- energy relative to the best compared isomer or geometry (same formula, charge and spin) (kcal per mole) = 33.9
- calculated total energy (eV) = -39897.3930
- spin multiplicity = 1



Entry 3:
Entry from the OMol25 dataset: a structure of composition C35H31BF2IrN4O2 (wB97M-V/def2-TZVPD).

Atoms and positions in Å:
Ir -0.78796 0.51819 0.52926
N -0.57812 0.17538 2.57581
C 0.69290 0.57937 3.16682
C 0.95289 0.48235 4.50111
C 2.21789 0.86312 5.00208
C 3.19512 1.31006 4.16116
C 2.94564 1.42862 2.77183
C 3.89949 1.88423 1.83356
C 3.56111 1.98586 0.51406
C 2.25845 1.63785 0.11492
N 1.34897 1.19567 0.95775
C 1.67519 1.07686 2.27905
H -1.35608 0.56065 3.10645
H -0.65242 -0.84089 2.64030
H 0.19928 0.10290 5.18135
H 2.40496 0.78910 6.06409
H 4.17017 1.58151 4.54455
H 4.89185 2.15325 2.17374
H 4.26778 2.33765 -0.22371
H 1.95573 1.73265 -0.92193
N -1.07966 0.54508 -1.52146
C -0.63388 1.70991 -2.25243
C 0.15533 1.52928 -3.37441
C 0.53914 2.62877 -4.12888
C 0.12726 3.89521 -3.74347
C -0.62704 4.06148 -2.59403
C -1.02462 2.97382 -1.81038
C -1.68628 3.22102 -0.50139
C -2.45004 4.37128 -0.34387
C -2.78391 4.84730 0.91548
C -2.31946 4.19339 2.05737
C -1.63908 3.00588 1.92254
C -1.38188 2.42250 0.65674
H -0.67659 -0.30150 -1.92601
H -2.08765 0.45280 -1.64117
H 0.44743 0.52874 -3.66996
H 1.14827 2.49343 -5.01204
H 0.40955 4.76082 -4.32647
H -0.87232 5.06313 -2.26875
H -2.77002 4.92081 -1.21908
H -3.37051 5.75161 1.00677
H -2.51656 4.59951 3.04007
H -1.32462 2.50320 2.82639
F -3.39321 0.37884 1.95079
B -2.81579 0.23946 0.76027
F -3.63322 -0.09048 -0.24739
C 1.58683 -3.67382 -2.56753
O 0.45532 -3.50336 -1.70857
C -0.63461 -2.89087 -2.19891
C -0.66863 -2.21141 -3.41713
C -1.85932 -1.68773 -3.90076
C -3.03717 -1.82609 -3.17806
C -3.00895 -2.48233 -1.96040
C -1.82216 -3.00194 -1.45675
N -1.90732 -3.75345 -0.25575
C -1.00602 -4.20105 0.60650
C 0.23835 -3.67568 0.99036
C 1.10242 -4.56507 1.68538
C 2.37349 -4.20057 2.02325
C 2.81510 -2.91076 1.67660
C 1.99415 -1.99804 1.05817
C 0.66214 -2.33139 0.74140
O -0.19226 -1.45496 0.29347
H 2.26123 -4.33664 -2.03475
H 2.08237 -2.71872 -2.74968
H 1.28717 -4.12986 -3.51112
H 0.23397 -2.12745 -4.00576
H -1.86814 -1.19395 -4.86353
H -3.97173 -1.44556 -3.56538
H -3.92363 -2.60750 -1.39325
H -2.83171 -4.14411 -0.12198
H -1.32376 -5.10651 1.11565
H 0.74065 -5.56067 1.91353
H 3.03317 -4.88826 2.53130
H 3.83120 -2.62116 1.91552
H 2.35437 -1.01074 0.81071

Values from the calculation:
- E_LUMO (alpha / beta) (Eh) = -0.2198 / -0.3003
- highest occupied orbital energy (alpha / beta) (eV) = -13.4987 / -13.4358
- net charge = +2
- energy relative to the best compared isomer or geometry (same formula, charge and spin) (kcal per mole) = 9.2
- calculated total energy (eV) = -55794.5860
- spin multiplicity = 2